# 1
This record from OMol25 describes 9 unconnected molecules or ions with the total composition C31H70F13NO10PS9. The level of theory is ωB97M-V with the def2-TZVPD basis set.

XYZ file:
```
135
Properties=species:S:1:pos:R:3
O -6.2770 -0.2945 1.8316
H -4.7421 -0.5118 4.1842
H 1.8801 -0.6045 1.4005
P 0.7664 0.2715 1.7753
H -1.6807 0.3262 -0.0696
S 4.7300 -2.4348 0.8993
F 4.3877 3.2203 3.5301
H 6.3111 -2.8974 2.6268
H 1.8588 1.1193 -0.0477
F 4.4589 5.1341 2.0172
C 3.4468 0.5505 -4.6019
H 4.4998 0.8254 -4.6759
H 0.9792 -4.1786 -8.5550
H -2.2758 5.3672 -0.5716
H 0.5801 -2.5042 -8.0649
H -2.3088 -10.5602 0.2195
C -5.5322 0.3053 4.2137
H 6.0262 -2.0218 -1.0871
C -6.6266 -6.0811 1.3535
H -1.9257 -1.4642 -0.3398
H 1.1560 1.3682 4.4392
C -3.1586 5.6413 -1.1519
S -0.7968 1.6997 2.3131
S 0.9024 -3.9483 -6.1665
C 8.8905 4.9582 -0.6436
H 0.7962 -0.3014 3.1212
C -2.5299 -9.5099 0.4168
H -4.7391 -2.2468 1.3341
O 7.9619 2.4790 -0.3354
H -5.8181 -6.1447 2.0839
H 0.1096 -1.8763 0.6632
H 5.3703 -3.6868 -1.0484
H 2.8275 1.4198 -4.8300
H 7.1244 -2.3405 1.1434
C -4.3407 -1.4319 0.6405
H -2.8673 -1.2398 2.3641
H -5.0613 1.1765 4.7842
H -5.3183 4.4839 1.5784
H 0.8700 0.6250 -3.4745
C -2.3902 0.4063 -7.3562
S -3.7762 -0.6494 -6.8838
C 2.0831 1.8234 3.9373
C 1.3569 -0.2985 -3.1555
O -3.3288 -2.0684 -7.0335
C 2.0630 1.5768 2.3695
H -4.7495 6.1209 1.1666
S 7.5013 3.8920 -0.1996
H -1.4946 0.1130 -6.8056
S -6.0557 -5.2110 -0.1218
O -5.4510 -3.9202 0.3245
C 3.2520 5.2023 2.7738
F 1.5418 9.4975 3.3009
S -4.5544 4.5977 -0.6783
F 2.2359 4.9611 1.8653
H 7.2997 5.3625 1.6879
H -2.6378 1.4476 -7.1446
F 0.6731 6.8592 3.2999
H 3.0928 1.1510 2.0880
N 0.8560 0.9372 0.1027
H -1.3574 -3.3059 -6.6834
H -1.2272 -10.8808 2.5490
C 1.2029 -3.3747 -7.8518
F 2.7931 9.1211 5.2251
H -2.7406 -0.4998 -4.7167
H 6.7410 3.7136 2.0563
H 8.4870 4.0577 1.9899
H -4.4869 -0.8319 -4.6138
F 0.5857 8.8123 5.1957
H 1.2113 -1.0785 -3.9053
F 0.8955 3.9379 4.1214
O -4.1031 3.1793 -0.7738
S 3.1199 -0.0127 -2.9171
S -2.9961 -9.3079 2.1494
H 8.6301 5.9984 -0.4408
H 2.9754 1.2927 4.4232
C -4.5414 5.0536 1.0676
H 3.2335 -0.2586 -5.3031
H 2.2543 -3.0994 -7.9402
C -1.4106 -9.8416 2.8274
C -0.8658 -4.2318 -6.3783
H -1.4556 -9.7609 3.9136
O 3.2648 1.1680 -2.0162
H -5.1018 -7.3371 -0.7004
O -3.1253 -7.8440 2.4100
H 9.0915 4.8369 -1.7084
H -6.2301 -0.6810 -0.2439
H -5.0777 0.6715 0.3045
C 7.5138 4.3002 1.5589
C 3.1424 6.7418 3.2089
H -4.0149 -6.3915 0.3628
O -5.6319 1.8972 2.3854
C -4.6996 -6.3447 -0.4866
C 5.1568 -2.6356 -0.8441
H 1.9180 2.4984 1.7281
C 2.1339 3.3366 4.4032
H -6.4969 -0.0317 4.7211
H -1.0234 -5.0069 -7.1304
C -3.1034 -0.7304 1.3816
F 2.1930 3.2853 5.8453
C -5.5217 -0.3320 0.5898
H -2.9575 5.4879 -2.2126
H 0.9298 -0.6237 -2.2054
C 1.7516 8.6929 4.4053
H -0.7483 -1.6670 2.2534
H -3.5704 4.8170 1.5063
C 1.8453 7.1193 4.0448
O 4.6154 -0.9743 1.1661
O 1.0575 -2.7708 -5.2606
H -1.6581 -8.8933 0.1918
H -1.2337 1.4946 3.6116
C -5.8170 0.7137 2.6869
H 0.4070 1.8746 0.1321
H -3.4123 6.6888 -0.9795
H -7.4599 -5.5232 1.7816
H -6.9645 -7.0818 1.0781
C -0.4629 -1.1070 1.2902
H -3.3676 -9.1939 -0.2052
H -2.2144 0.2868 -8.4258
H 4.3076 -2.3158 -1.4501
F 3.9971 4.7565 5.1111
C 6.3306 -2.9763 1.5395
H -1.2795 -4.5634 -5.4257
H 9.7758 4.6736 -0.0722
H -0.6105 -9.2036 2.4486
H 6.5038 -4.0161 1.2552
H -4.1658 -5.9749 -1.3627
F 4.3371 7.2297 3.7831
H -3.9242 0.8145 -4.9875
C -1.7569 -0.6621 0.4708
H -3.3700 0.3718 1.5637
F 1.7034 6.4434 5.2492
F 3.0291 7.4614 1.9875
H -4.0961 -1.8698 -0.3723
C 3.4152 4.1632 3.9564
C -3.7210 -0.2486 -5.1251
```

Calculated values
* orbital gap: 5.317 eV
* net charge: -1
* E_tot: -197370.4965 eV
* HOMO energy: -0.1362 Ha

=====

# 2
This record from OMol25 describes 5 unconnected molecules or ions with the total composition C31H71NO19P5. The level of theory is ωB97M-V with the def2-TZVPD basis set.

XYZ file:
```
127
Properties=species:S:1:pos:R:3
H -3.5745 -1.9564 -1.7755
H -0.7657 -1.2039 -3.3617
C 11.4506 3.3032 -0.3425
H 7.7487 4.0960 -3.4850
H -7.3618 6.0154 7.3042
H -1.7124 -8.0968 6.2314
H 3.2897 5.2812 -0.4246
C -4.6524 -2.9001 1.4194
P -6.4528 4.8226 4.7875
H -4.1236 -0.8336 2.3399
N -1.8627 0.4098 -2.3883
C -0.3384 0.1864 1.2621
H 1.5738 -1.9329 -1.9708
H -5.0768 -3.8389 1.9098
H -0.7652 -2.8384 0.1645
C -5.5095 -8.3359 5.1972
C -2.0414 -8.3167 5.2147
O 4.0902 2.2088 -1.9724
O 12.5013 3.5418 -3.7505
H 3.5284 2.6195 -5.6788
C -2.2764 4.1903 -0.3924
O -2.2459 -1.1241 -0.2594
O 3.9458 3.7722 -4.0441
P -0.7895 -1.8285 -0.8913
H -6.5117 -8.7644 5.1530
H -2.7428 -2.0460 2.3422
H -6.5626 1.3536 4.7019
H 6.9051 5.0148 -2.2172
H -4.1610 -3.9880 -0.5387
H 1.5627 4.8601 -0.5395
H 13.1457 7.1509 -1.5663
H -2.6502 -8.0373 0.7529
H -2.1423 -3.8242 -5.1367
H 11.7212 4.4701 -5.4329
H 4.4979 1.7920 -4.4452
H -2.4680 -9.3240 5.1903
H -4.3234 -1.1614 -0.3046
H 0.4686 -5.9927 -2.2046
O 5.9740 3.2787 -2.8477
O -4.8054 -8.7266 4.0301
H 1.0476 -1.4902 0.7897
C -1.4793 -5.3580 -3.2629
C 0.4945 -3.7376 -2.7763
H -2.7007 -3.6298 0.6484
O 12.3597 3.5510 -1.4045
C 12.6782 4.1202 -5.0394
O -2.6460 -4.5093 -3.2227
H 1.4944 -4.0546 -3.2717
H -1.5375 1.2620 -2.8960
C -7.6694 4.9803 7.1367
O -4.3885 -6.2732 3.2789
H -8.6050 4.7962 7.6668
H -5.3157 6.7037 2.9142
H -5.2683 -3.4742 -4.7092
H 6.3040 5.0456 -3.9008
O -4.4416 -8.0888 1.7952
H 1.3473 -3.2899 -0.7538
H -2.8053 5.1315 -0.7951
C -0.2271 -5.0892 -2.2719
H 0.4966 0.5139 2.0020
P 4.3345 3.6319 -2.4572
H -4.5639 6.8927 4.5262
P 11.9732 4.6536 -2.5531
C 2.5788 4.4930 -0.6852
H -3.6084 6.2738 3.1614
O 10.5132 4.5088 -2.9616
C 4.3268 2.7462 -4.9465
O -6.0731 3.2786 5.1835
H -0.6968 -4.8526 -1.2397
P -3.7754 -7.6655 3.3196
H -2.7975 1.4355 1.9843
C 12.7024 6.5063 -0.8036
H 10.4262 3.5806 -0.5968
C -4.1879 -3.0719 -4.6853
H 0.8655 2.0635 -0.8301
C 0.3705 -0.7660 0.1854
H -7.5045 2.0588 6.0238
C -0.8806 3.7397 -0.9412
C -3.6676 -7.6462 0.6820
O -4.9578 4.9451 3.9526
H 5.2345 3.0449 -5.4762
C -4.5976 6.2817 3.6211
H 13.4519 5.7976 -0.4393
O 11.5781 5.8186 -1.3482
H -4.0798 -2.2491 -3.8987
H -6.9036 4.3014 7.5234
H -1.1818 -8.2650 4.5422
H -2.5755 -0.0011 -3.0249
H -3.6436 -6.5545 0.6462
O -1.4623 -6.2850 -4.1190
C -0.8812 1.5831 0.6468
C -3.0728 -4.2265 -4.5885
H -1.1231 -0.3325 1.9219
H -5.5950 -7.2517 5.2895
H -0.3874 4.3680 -1.7690
C -3.8724 -1.9512 2.4964
O -7.8839 4.7608 5.7447
H -0.1566 -3.2955 -3.6097
C -3.6556 -3.2299 0.1712
H -4.0052 3.5858 1.1666
H 12.3635 7.1221 0.0306
C -2.2717 2.0656 1.1888
H -4.1273 -8.0222 -0.2328
C 0.8047 -2.7020 -1.5906
H -4.1369 -2.2657 3.5617
H -3.5152 -5.1522 -5.1186
H 1.1160 -0.1098 -0.4124
H -5.0038 -8.7356 6.0793
H 13.0820 3.3599 -5.7092
C 6.7722 4.4273 -3.1288
H -5.5624 -2.2688 1.0837
H -1.5570 -2.7399 -1.7075
O -7.2591 4.8544 3.4954
H 0.2435 0.0190 -2.4283
H 11.4779 2.2384 -0.1090
O 2.7418 4.1288 -2.0528
H 13.3832 4.9529 -4.9837
H 11.7661 3.8574 0.5443
H 2.7382 3.6261 -0.0403
C -0.7285 -0.5831 -2.3792
H -4.0335 -2.5587 -5.7122
C -7.0550 2.2626 5.0492
C -2.9959 3.3491 0.6986
C -0.1450 2.4106 -0.4320
O -3.0124 -7.3466 4.8305
H -7.8385 2.5310 4.3384
C -3.4363 -1.8328 -0.6363
```

Calculated values
* orbital gap: 1.801 eV
* net charge: -1
* E_tot: -120118.2260 eV
* HOMO energy: -0.1266 Ha
* energy above the lowest of the compared OMol25 structures with the same formula, charge and spin: 6.679 eV

=====

# 3
This record from OMol25 describes a molecular structure, C31H74AsBr3F6N4O16P3. The level of theory is ωB97M-V with the def2-TZVPD basis set.

XYZ file:
```
138
Properties=species:S:1:pos:R:3
H -34.5997 29.7264 -7.4267
H -36.8518 35.9235 -9.7097
H -27.9275 28.5552 -6.9764
N -37.7820 26.6555 1.4967
H -39.8676 36.7546 -3.4984
H -33.6436 28.2642 -7.5664
C -34.0799 29.0838 -8.1374
H -37.0609 28.6240 1.8051
O -35.0553 28.4971 -8.9780
H -26.3855 26.4399 -0.3608
O -35.7829 29.2869 7.9907
H -38.5506 37.7451 -4.0880
C -29.3894 24.3351 4.3168
F -30.4020 28.4175 -1.5133
H -35.0745 26.7107 -7.3313
H -38.0950 25.4321 -11.6982
C -34.0651 25.7706 4.9512
O -33.1894 29.0330 7.9275
H -39.6585 26.7705 2.2276
Br -26.3945 32.4048 -5.4085
H -35.9556 32.5024 9.3329
H -32.3058 28.9341 -9.4950
H -36.1364 26.9620 0.0476
H -25.6342 28.1625 -2.4456
H -33.8682 26.5133 4.1781
O -39.4164 25.1496 1.0377
C -26.3552 34.0758 -4.2524
P -34.4418 28.9697 7.1276
H -30.0345 27.4020 5.0655
C -25.1468 28.2936 -1.4795
H -29.7614 23.6109 3.5756
Br -27.1809 35.6902 -5.1752
H -39.1959 36.1824 -5.9191
F -30.1639 30.9324 -1.5880
O -34.8936 27.5332 6.5209
H -31.6511 30.5891 5.4826
As -31.6031 29.7929 -1.5035
C -38.5368 35.9207 -5.0913
H -38.4864 34.9184 -8.0870
C -37.0367 34.8541 -9.8113
C -32.5827 30.9913 5.0844
H -29.7290 25.6632 -5.9580
H -22.7371 27.8713 -0.7192
H -36.6128 31.8919 7.7679
C -34.4337 25.8873 -7.6465
O -34.0209 27.4198 -11.1421
C -23.2282 26.8860 -0.7332
H -34.8174 30.2952 9.5883
H -34.3120 25.5697 7.0486
O -22.5744 25.8375 -0.7136
C -28.8265 25.7125 -5.3488
C -35.7352 30.3281 9.0013
H -32.8792 31.8627 5.6682
N -24.5465 27.0664 -0.9589
N -27.8797 26.6388 -5.8339
O -37.1419 36.1026 -5.3244
H -37.3979 27.9706 -10.0518
C -33.6679 29.9761 4.7399
C -36.7177 26.2088 0.5795
H -25.6838 25.5368 -1.7438
C -37.5654 34.4265 -8.3999
H -32.3077 31.4453 4.1324
H -28.7509 28.5333 -5.4292
H -33.0138 26.6050 6.5823
F -32.7115 31.1526 -1.4254
H -33.3139 28.9453 4.7309
C -28.4855 27.9188 -6.2895
C -29.2030 26.7412 4.8206
C -35.8472 31.7689 8.5339
C -25.4816 25.9926 -0.7745
C -37.3396 27.7438 2.3844
H -36.4965 27.3920 2.9790
H -38.7745 25.6795 -10.0401
H -26.9907 33.8697 -3.3911
C -32.9009 29.6602 -8.9411
H -33.8488 34.0380 -4.2647
H -33.5515 25.7609 -7.0188
H -33.2499 30.5332 -9.4926
P -36.3866 36.1665 -6.8054
H -34.9283 32.0235 8.0058
C -26.5563 26.3826 -5.9284
H -35.9417 24.5740 -6.7741
H -33.4321 24.9055 4.7540
H -35.9342 24.6581 -8.5495
H -28.7982 26.4443 5.7881
H -38.1271 28.0617 3.0676
O -36.5800 34.6717 -7.3963
H -29.0950 26.5892 2.0665
H -33.7405 35.7062 -3.9233
H -37.7162 33.3496 -8.3257
H -34.2981 34.3326 -6.5321
C -39.0260 26.1485 1.5755
H -36.8864 27.5461 -11.6392
H -26.0041 28.6537 -0.9109
C -29.8965 26.0446 2.5655
H -29.0292 26.1090 -4.3539
H -24.4341 29.1183 -1.4737
H -33.0801 35.4061 -6.0483
F -33.0487 28.6997 -1.5961
H -30.1502 25.2942 1.8168
O -33.8945 26.1645 -8.9295
O -36.1894 26.4523 -10.0740
O -25.6862 27.1500 -6.3390
O -28.9904 23.9794 5.4087
O -36.9361 37.2596 -7.6808
C -34.3177 34.9911 -4.5094
H -38.2068 36.4727 -2.9764
C -38.3875 26.1582 -10.9397
P -34.7503 27.1970 -9.8826
H -32.2641 30.2310 -8.2652
H -35.0716 25.4041 4.7492
O -34.8408 36.3487 -6.5111
H -25.1205 25.2429 -0.0705
H -34.7031 23.8090 -7.7744
H -26.2147 25.4109 -5.5395
H -28.4525 27.4790 4.5370
H -28.4118 24.7054 -5.3939
N -29.4433 25.6239 3.8896
O -34.6116 30.0096 5.8381
C -35.3131 24.7044 -7.6550
H -38.6075 34.8478 -4.9125
F -31.6336 29.8299 -3.3205
H -34.2127 30.2951 3.8514
C -34.1576 35.2588 -5.9749
Br -24.5365 34.4184 -3.5155
H -37.1855 25.4707 -0.0720
H -39.2877 26.7046 -11.2209
H -36.5446 30.1700 9.7140
H -30.7946 26.6527 2.6738
C -34.0625 26.3906 6.3763
H -29.3949 27.8662 -6.8882
H -35.9722 25.7227 1.2089
H -37.7911 34.5152 -10.5213
C -38.8311 36.7229 -3.8341
F -31.6093 29.7839 0.2834
C -37.2071 27.1102 -10.6931
H -35.3350 34.9416 -4.1210
H -36.0769 34.3422 -9.8804
```

Calculated values
* orbital gap: 8.494 eV
* net charge: -1
* E_tot: -387215.7602 eV
* HOMO energy: -0.2846 Ha

=====

Q: Which of these has the lowest HOMO energy?
A: C31H74AsBr3F6N4O16P3

=====

Q: What is the formula in the third record?
A: C31H74AsBr3F6N4O16P3